{
  "formula": "C29H38Br10F24O7V",
  "method": "ωB97M-V/def2-TZVPD",
  "elements": ["Br", "Br", "Br", "Br", "Br", "Br", "Br", "Br", "Br", "Br", "V", "F", "F", "F", "F", "F", "F", "F", "F", "F", "F", "F", "F", "F", "F", "F", "F", "F", "F", "F", "F", "F", "F", "F", "F", "O", "O", "O", "O", "O", "O", "O", "C", "C", "C", "C", "C", "C", "C", "C", "C", "C", "C", "C", "C", "C", "C", "C", "C", "C", "C", "C", "C", "C", "C", "C", "C", "C", "C", "C", "C", "H", "H", "H", "H", "H", "H", "H", "H", "H", "H", "H", "H", "H", "H", "H", "H", "H", "H", "H", "H", "H", "H", "H", "H", "H", "H", "H", "H", "H", "H", "H", "H", "H", "H", "H", "H", "H", "H"],
  "positions_angstrom": [[-2.360025, -5.980257, 1.957234], [4.753929, 6.399070, -0.080421], [5.316813, 2.685908, -2.910461], [1.361240, 8.373694, 1.718953], [3.702896, -1.205915, -3.438943], [-3.192949, 2.122331, 3.430856], [-2.447929, -0.570559, 0.976123], [0.076099, 4.613243, -0.715634], [0.308028, -4.039123, -4.666020], [1.531477, -5.890612, -0.515879], [-1.091653, -0.217531, -1.280087], [4.021479, 1.042266, 2.195092], [5.118426, 5.267364, 5.192620], [-2.076522, -4.795659, -7.575163], [-2.679164, -3.274696, 6.890590], [1.655714, -4.083710, 3.535861], [1.014694, 2.849024, 2.274276], [2.845787, 5.767363, 6.313728], [-4.279471, -2.162335, -8.002225], [-4.808091, -4.286106, -7.829454], [-4.969086, -1.225208, -3.453685], [-0.451015, -1.185640, 3.742519], [-1.879030, -1.400853, 6.201473], [2.126862, -1.959940, 3.448531], [-3.493312, -0.771225, -4.952325], [-4.391799, -0.956204, 4.960370], [4.395523, 3.523038, 6.363268], [-3.165299, -3.603303, -2.924902], [1.407236, 0.696101, 2.850187], [-5.057147, -2.823327, 5.836763], [-1.500625, -2.733665, -7.875910], [-0.389861, -2.870830, 2.438400], [2.557294, 5.532635, 4.207865], [-2.811203, -1.510460, -2.278831], [3.722298, 3.021148, 1.412940], [-3.802979, -3.301588, -6.075870], [-0.631904, 0.145248, -3.316903], [-0.122428, -2.069617, -0.628293], [3.319929, 2.707025, 3.586266], [-0.964932, -3.203918, 4.601930], [-1.656681, 1.586293, -2.127210], [0.602597, -0.052547, -0.156391], [2.884986, 4.853245, 5.305670], [4.242771, 4.207807, 5.228733], [0.803450, 5.704857, 0.701941], [4.770951, 5.214099, -1.737186], [-2.346023, -2.900755, 4.547165], [0.808769, -1.313439, -0.136914], [-4.226172, -1.801272, 5.979156], [-0.162042, -2.541568, 3.720817], [2.079567, -2.007836, 0.177559], [-4.761339, -2.724863, -5.203831], [5.400658, 3.868523, -1.365494], [2.111509, -1.841522, -4.397413], [1.697777, -3.103335, -3.633718], [-0.427558, -5.669267, 1.600636], [-0.359905, -5.451716, 0.063725], [3.290720, 2.166254, 2.329510], [0.528399, 7.148078, 0.355698], [-2.471195, -3.635102, -8.109333], [-3.271317, 2.104507, 1.537320], [-2.759673, -2.363124, 5.911846], [-0.999429, 1.328692, -3.198777], [-3.802387, 0.876505, 1.032718], [1.826586, 1.726653, 2.085348], [-0.792748, 2.319922, -4.290101], [-4.033630, -1.792129, -4.249044], [1.349483, -2.863097, 4.048974], [-2.881005, -2.337097, -3.361545], [4.479509, 3.402603, 3.936337], [-3.901491, -3.343346, -7.418456], [-1.596481, 3.046989, -4.234045], [0.145535, 2.769284, -4.063854], [-4.193650, 1.068494, 0.044545], [4.764302, 3.466742, -0.577845], [3.747671, 5.051818, -2.024098], [0.917050, 7.533154, -0.577968], [1.867199, 5.529589, 0.582673], [1.713114, 1.367924, 1.078738], [4.798208, 4.072835, 3.125288], [5.330759, 2.701263, 4.109019], [-2.225242, 2.333884, 1.308408], [-0.492738, -4.460179, -0.252403], [-4.256794, -1.243807, 6.892706], [-0.996104, -6.148681, -0.516468], [2.808500, -1.437049, 0.748557], [-4.617490, 0.459154, 1.697710], [-5.608675, -2.155935, -5.604037], [-5.209748, -3.571662, -4.658187], [-0.085079, -4.882915, 2.249306], [6.435450, 3.963779, -0.948176], [1.219399, -2.844354, -2.673735], [-0.711418, 1.819716, -5.229348], [-2.657643, -3.643720, -9.198501], [-3.954347, 2.843995, 1.201763], [2.411324, -2.046271, -5.452859], [2.558549, -3.850210, -3.592324], [-2.439168, -2.131568, 3.794939], [5.343139, 5.868469, -2.404847], [-1.846082, -2.308557, -3.731772], [2.068423, 4.154401, 5.500838], [-0.546978, 7.504368, 0.204383], [2.473222, -2.300325, -0.803264], [1.520135, -2.834915, 5.144203], [1.851241, -2.981396, 0.659666], [1.333712, -1.150120, -4.374643], [-0.025060, -6.620021, 1.937622], [-3.020010, -3.709375, 4.198726], [0.481333, 5.376001, 1.646698]],
  "atomic_forces_ev_per_a": [[0.150, 0.408, 0.219], [-0.201, -0.767, -0.678], [0.145, 0.158, 0.299], [-0.463, -0.698, -0.523], [-0.311, 0.308, -0.236], [-0.128, 0.093, 1.319], [-0.537, 0.262, 0.063], [-0.462, -0.410, -0.124], [-0.030, 0.137, 0.079], [-0.778, 0.265, 0.221], [-0.461, -0.835, -0.221], [0.710, -0.091, 0.223], [0.398, -0.655, 0.294], [0.408, -0.653, -0.369], [0.160, -0.741, 0.391], [-0.203, 0.238, 0.289], [0.628, -1.209, 0.081], [0.484, -0.216, 0.289], [-0.463, -0.224, 0.638], [0.581, 0.550, 0.205], [-0.275, -0.304, 0.329], [0.858, -0.950, 0.376], [0.186, 1.058, 0.603], [0.189, 0.253, -0.214], [0.269, 0.207, -0.356], [-0.408, 0.661, -0.791], [0.500, -0.491, 0.201], [-0.061, 0.840, -0.179], [0.434, 0.816, 0.533], [-0.866, -0.390, 0.312], [-0.560, 0.285, 0.361], [-0.237, -0.215, -0.451], [0.344, 0.239, -1.241], [-0.495, 0.296, 0.844], [0.021, 0.512, -0.649], [0.426, 0.322, -0.565], [1.550, -1.551, -0.581], [0.473, 1.061, 0.342], [-0.171, -0.513, -0.328], [0.896, -0.780, -0.283], [0.305, 1.228, -0.239], [1.119, -0.478, 0.528], [-2.108, 0.183, 0.920], [-0.002, 1.270, -1.457], [1.043, 1.019, -1.763], [1.065, 0.481, 0.953], [-0.915, 0.026, -0.606], [-1.447, -0.450, -1.376], [2.908, -0.292, -0.487], [-0.178, 0.907, 0.558], [0.147, -0.706, 0.423], [-0.507, -0.960, 0.767], [0.215, 0.991, 0.724], [1.373, -2.135, -0.374], [0.783, -0.616, -0.578], [-1.044, -0.970, -1.135], [1.173, -1.977, 0.862], [-1.862, -0.861, 1.665], [-1.503, 1.887, 0.106], [-1.721, -0.097, 0.478], [1.713, 1.284, 0.866], [-0.769, 0.022, -1.118], [-1.914, -0.132, 0.800], [-1.346, -2.713, 0.083], [-0.647, 0.890, -0.826], [-0.566, -0.096, 1.010], [0.337, 0.283, -0.222], [-0.937, 0.272, 0.697], [0.553, -0.808, 0.077], [1.770, -0.132, 0.431], [1.231, 0.751, -0.991], [0.097, 0.165, -0.239], [0.816, 0.750, 0.000], [0.095, -0.572, -0.479], [0.191, -0.373, -0.250], [-0.332, 0.297, -0.188], [0.845, -0.632, -0.137], [0.147, 0.062, 0.412], [-0.075, 0.225, -0.715], [-0.290, 0.129, 0.452], [-0.534, 0.383, 0.080], [-0.493, -0.011, -0.786], [-0.288, 1.383, -0.208], [-0.894, 0.079, 0.878], [0.463, 0.413, 0.608], [-0.078, 0.043, -0.093], [0.899, 0.481, -0.902], [0.538, -0.021, -0.632], [0.198, 0.438, 0.101], [-0.005, 0.129, -0.357], [-0.847, -0.164, -0.775], [0.525, -0.374, -0.331], [-0.103, -0.264, -0.622], [0.208, -0.499, 0.392], [-0.268, 1.196, -0.062], [-0.154, 0.085, 0.987], [-1.316, 1.125, 0.366], [-0.584, 0.530, 0.093], [-0.302, -0.661, -0.117], [-0.645, -0.235, -0.810], [0.292, -0.369, 0.003], [1.127, -1.019, 1.052], [0.249, 0.249, 0.162], [-0.065, -0.201, -0.589], [0.124, 0.694, -0.070], [-1.045, 1.531, 0.180], [0.315, 0.090, -0.377], [0.878, -0.111, 0.443], [-0.662, -0.314, 1.027]],
  "multiplicity": 4,
  "e_lumo_ev": [0.22, 0.20],
  "s_squared": 3.756,
  "orbital_gap_ev": [8.24, 10.28]
}

---

{
  "formula": "C33H19N5O15S2Zr",
  "method": "ωB97M-V/def2-TZVPD",
  "elements": ["Zr", "S", "S", "O", "O", "O", "O", "O", "O", "O", "O", "O", "O", "O", "O", "O", "O", "O", "N", "N", "N", "N", "N", "C", "C", "C", "C", "C", "C", "C", "C", "C", "C", "C", "C", "C", "C", "C", "C", "C", "C", "C", "C", "C", "C", "C", "C", "C", "C", "C", "C", "C", "C", "C", "C", "C", "H", "H", "H", "H", "H", "H", "H", "H", "H", "H", "H", "H", "H", "H", "H", "H", "H", "H", "H"],
  "positions_angstrom": [[0.126002, 0.336188, 0.557574], [-6.296054, 1.510133, -4.005756], [-1.527357, 0.499853, -2.571340], [5.083933, 1.383621, 0.968989], [2.089390, 4.997748, -0.017166], [4.925751, 4.334625, 0.611534], [-5.884901, 2.903914, -3.958397], [-2.729954, -4.559718, 4.607203], [2.192101, 0.362284, 0.629626], [0.153380, -1.697146, -0.011593], [-5.190289, 0.581406, -4.225561], [-0.213618, -3.922215, 0.062753], [-7.499467, 1.229134, -4.736982], [0.291754, 1.010118, 4.963716], [-2.466112, -3.052309, 6.126688], [0.587473, 1.092719, 2.828981], [0.572592, 2.314447, 0.164709], [-1.144546, 0.542788, -1.065339], [-2.199578, -3.576529, 5.068630], [-5.655111, 1.238087, -1.433693], [-2.005136, 0.573403, 1.549478], [0.335274, 0.487954, 3.892326], [-7.924159, 0.798186, -1.919997], [-0.574443, 4.332274, -3.266590], [0.019010, -0.933560, 3.740627], [0.458287, -1.505382, 2.566961], [-1.589515, 2.194926, -3.015681], [4.017601, 3.566006, 0.546285], [-3.778616, 1.910046, 0.669125], [2.537559, 3.914216, 0.242331], [-7.081098, 0.387172, 0.270101], [1.190375, -0.051192, -2.767040], [-1.836658, 4.864966, -3.542526], [-0.842655, -1.582785, 4.598396], [-4.144099, -0.403326, 1.151427], [1.849309, 2.616736, 0.333217], [-1.270583, -2.835332, 4.176124], [0.902957, -0.999126, -5.361047], [-8.110313, 0.431651, -0.658933], [-6.693804, 1.161018, -2.263793], [-2.501795, 1.765706, 1.162193], [-0.045537, -2.857689, 0.585825], [-0.977400, -3.373363, 2.931410], [4.097809, 2.029958, 0.740957], [2.706827, 1.588158, 0.584638], [2.297991, -0.515964, -3.456828], [-2.966868, 4.067724, -3.549716], [-0.211765, -0.547948, -4.672045], [2.151961, -0.985768, -4.754838], [-2.836404, -0.478787, 1.571743], [-0.050307, -0.068954, -3.379388], [-4.603985, 0.790383, 0.607076], [-2.853850, 2.705317, -3.273924], [-0.127342, -2.660190, 2.093416], [-5.853955, 0.833508, -0.189145], [-0.439297, 2.987339, -3.003487], [-1.202357, -1.145628, 5.518207], [-1.445301, -4.291537, 2.602284], [-3.755435, 2.093828, -3.260441], [0.296550, 4.973217, -3.252931], [1.291528, -1.071556, 2.014652], [-7.234111, 0.040824, 1.282448], [-2.413685, -1.424565, 1.887617], [3.268027, -0.510512, -2.978622], [1.316195, 0.330981, -1.758671], [-4.756872, -1.293902, 1.133829], [0.792019, -1.371936, -6.369723], [-1.191856, -0.567041, -5.132877], [-1.927919, 5.923851, -3.746636], [-3.954833, 4.470758, -3.727843], [-4.103513, 2.856861, 0.261454], [3.015194, -1.349291, -5.294925], [-9.119043, 0.141484, -0.384140], [-1.808276, 2.600764, 1.169414], [0.529586, 2.559340, -2.783508]],
  "atomic_forces_ev_per_a": [[-0.753, -0.136, -0.580], [-0.012, -0.192, -0.022], [-0.102, 0.069, -0.034], [-0.034, 0.031, -0.006], [0.046, -0.089, 0.027], [-0.046, -0.035, -0.001], [0.094, 0.119, 0.038], [0.295, -0.277, 0.149], [-0.261, -0.078, -0.072], [0.054, 0.265, 0.118], [-0.002, 0.155, 0.047], [-0.054, 0.068, 0.022], [0.009, 0.028, -0.037], [0.048, -0.030, -0.082], [0.281, -0.209, 0.227], [-0.047, 0.026, 0.249], [0.033, -0.207, 0.145], [0.499, -0.297, 0.379], [-0.857, 0.652, -0.481], [0.102, 0.097, 0.052], [0.227, 0.107, 0.030], [-0.014, 0.045, -0.056], [0.009, 0.005, -0.012], [-0.014, 0.040, -0.018], [0.005, 0.029, -0.013], [0.059, 0.015, 0.065], [-0.003, 0.068, -0.034], [0.032, 0.024, -0.045], [0.064, -0.085, 0.021], [-0.040, 0.065, 0.015], [-0.017, 0.017, -0.023], [-0.028, 0.048, 0.079], [0.020, 0.031, 0.002], [0.029, -0.056, -0.046], [-0.036, -0.053, -0.061], [-0.020, 0.022, -0.029], [0.276, -0.144, 0.108], [0.022, 0.003, 0.013], [-0.019, -0.032, 0.041], [-0.097, -0.056, -0.100], [-0.004, 0.087, -0.034], [0.289, -0.098, -0.024], [0.026, 0.032, 0.015], [0.011, -0.014, 0.036], [0.073, -0.066, -0.009], [-0.019, 0.008, -0.003], [0.018, -0.096, 0.182], [-0.023, 0.003, 0.003], [-0.018, 0.005, 0.006], [0.041, -0.008, 0.028], [0.006, -0.015, -0.044], [0.084, 0.154, -0.008], [-0.200, 0.097, 0.006], [-0.167, 0.020, -0.019], [-0.073, -0.192, 0.070], [-0.084, -0.012, -0.016], [0.007, 0.010, 0.004], [0.003, -0.003, 0.005], [0.246, -0.057, -0.081], [0.001, 0.010, 0.002], [0.047, 0.082, 0.089], [-0.006, 0.018, 0.016], [-0.018, 0.019, -0.001], [0.005, -0.002, 0.000], [0.078, -0.011, -0.162], [-0.022, -0.003, 0.013], [-0.005, -0.004, -0.005], [-0.028, -0.001, 0.002], [0.002, 0.013, -0.008], [0.013, -0.043, -0.114], [-0.012, 0.008, 0.009], [0.015, -0.006, -0.003], [0.002, 0.016, 0.000], [-0.040, -0.020, 0.000], [0.006, 0.014, -0.028]],
  "e_above_lowest_kj_mol": 11.8,
  "e_lumo_ev": -3.30,
  "orbital_gap_ev": 5.09
}

---

{
  "formula": "C5H8O2",
  "method": "ωB97M-V/def2-TZVPD",
  "elements": ["O", "O", "C", "C", "C", "C", "C", "H", "H", "H", "H", "H", "H", "H", "H"],
  "positions_angstrom": [[-1.237697, -0.998481, 0.911279], [-2.621845, -2.801314, 0.551514], [1.873218, 1.403678, -0.510670], [-2.230768, -1.917319, 1.250520], [-0.227362, 0.077203, -0.827263], [0.794967, 0.579156, 0.173070], [-1.343933, -0.768419, -0.398548], [1.441165, 2.277142, -1.011999], [1.251136, -0.272376, 0.690682], [-0.714647, 0.896692, -1.370389], [0.291556, 1.180056, 0.940457], [2.408711, 0.810253, -1.261685], [0.240802, -0.531247, -1.617044], [2.604042, 1.760662, 0.217437], [-2.529343, -1.695686, 2.262640]],
  "atomic_forces_ev_per_a": [[-0.416, -0.519, -0.858], [0.469, 0.931, 0.958], [0.152, 0.104, -0.002], [-0.445, -1.229, -0.131], [0.169, 0.193, -0.036], [0.106, 0.030, 0.147], [0.209, 0.403, -0.364], [0.081, -0.115, 0.037], [-0.072, 0.110, -0.027], [0.133, 0.025, -0.142], [0.092, -0.099, -0.085], [-0.094, 0.108, 0.097], [-0.022, 0.124, -0.069], [0.012, 0.028, -0.087], [-0.376, -0.095, 0.562]],
  "e_above_lowest_kj_mol": 314.5,
  "e_lumo_ev": 0.52,
  "orbital_gap_ev": 9.22
}

---

One value per record, in order, for E: -30735.563238 -3514.670037 -345.685158 hartree.